19
Properties=species:S:1:pos:R:3:forces:R:3 method="wB97M-V/def2-TZVPD" total_charge=-1 lumo_energy_ev=3.9 smiles=CN(C)CCC[S-] total_energy_ha=-650.587697 de_lowest_kj_mol=231.3
C -1.259059 0.779741 -0.398829 -0.8479 1.8821 -0.2837
N -1.762634 -0.117878 0.650000 1.2515 -2.2976 -0.1908
C -2.177852 -1.325797 -0.094948 -2.7786 0.8548 0.1342
C -0.536792 -0.558723 1.532300 -1.9929 3.4079 -1.0046
C 0.747462 -0.644040 0.759298 -0.5352 -2.5619 0.9408
C 1.392672 0.637980 0.361857 1.5690 0.6385 1.1145
S 1.891756 0.671875 -1.380371 0.5609 0.2386 0.1540
H -0.704693 0.304511 -1.229886 -0.2351 0.0557 0.4295
H -0.553422 1.477477 0.061626 -1.0306 -0.0918 -0.5559
H -2.081251 1.445432 -0.843664 0.6625 -1.2045 0.5792
H -3.062826 -1.847463 0.431312 1.8944 0.0391 -0.2327
H -2.754035 -0.917130 -0.963586 0.8143 -0.5993 0.0885
H -1.299960 -1.917808 -0.405534 -0.7548 -0.2121 -0.0098
H -0.711229 0.167336 2.341276 1.3428 0.2399 -0.0668
H -0.605588 -1.458402 2.033587 -1.3400 -2.3364 0.6101
H 1.382317 -1.310389 1.428837 -0.0493 0.9857 -0.7027
H 0.538927 -1.381040 -0.063697 0.2874 1.0367 0.1794
H 0.745926 1.510006 0.610466 1.0298 -0.7239 0.0720
H 2.177596 0.667658 1.177135 0.1519 0.6485 -1.2552